[1]
The following is a quantum chemistry calculation of an isolated molecule of C9H10, from the Open Molecules 2025 dataset.

```
19
Properties=species:S:1:pos:R:3
C 0.9002 2.3764 -0.1251
C -0.2768 1.8932 -0.3274
C 2.4625 -0.9959 -0.0041
C 1.7783 0.1160 0.4244
C -1.4989 0.4842 1.1825
C 1.2585 1.0648 -0.5508
C -1.5961 1.2792 -0.1670
C -1.0082 -0.0888 -0.0359
C -1.0420 -1.4187 -0.6407
H 2.6496 -1.7558 0.7535
H 2.7399 -1.1441 -1.0214
H 1.1918 0.2507 1.4184
H -0.9029 0.6943 2.0643
H -2.5409 -0.0222 1.4673
H 1.4840 0.9780 -1.6224
H -2.4395 1.7313 -0.5863
H -0.8223 -1.4641 -1.6595
H -1.9742 -1.9789 -0.5418
H -0.3630 -1.9997 -0.0280
```

DFT total energy ... -348.6018 Eh
HOMO (spin up / spin down) ... -7.18 / -7.58 eV
Gap between HOMO and LUMO (spin up / spin down) ... 7.299 / 7.467 eV

Results of the Löwdin charge analysis, in e, for atoms 1 through 5:
1. C 0.027
2. C -0.060
3. C 0.011
4. C -0.170
5. C -0.074

=====

[2]
The following is a quantum chemistry calculation of an isolated molecule of C9H10, from the Open Molecules 2025 dataset.

```
19
Properties=species:S:1:pos:R:3
C -4.8229 -0.0621 0.0678
C -3.5235 0.0117 -0.0419
C -2.2734 0.0092 -0.0443
C -1.0156 0.2302 -0.0476
C -0.1406 1.6164 -0.0281
C 1.5193 1.3020 -0.1105
C 1.5847 -0.0667 -0.0385
C 2.8334 -0.8850 0.1174
C 0.2003 -0.7582 0.0216
H -5.2287 -1.1140 0.2590
H -5.5237 0.7014 0.2572
H -0.3798 1.8896 1.0431
H -0.5569 2.4298 -0.7472
H 2.2181 2.1266 -0.1834
H 3.7293 -0.3582 0.6720
H 3.0545 -1.0492 -0.8608
H 2.5348 -1.7888 0.5454
H 0.2532 -1.5046 0.8114
H 0.1932 -1.4690 -0.8386
```

DFT total energy ... -348.7504 Eh
HOMO ... -8.35 eV
Gap between HOMO and LUMO ... 9.088 eV

Results of the Löwdin charge analysis, in e, for atoms 1 through 5:
1. C -0.004
2. C -0.114
3. C -0.037
4. C -0.165
5. C -0.083